Density functional theory data (wB97M-V/def2-TZVPD) for C48H35F15IO4Si as an isolated structure at a distorted geometry.

Each line ends with the Mulliken charge.
Cartesian coordinates (Å):
H -8.965 1.838 -2.080  0.32
C 9.602 2.956 -0.859  -0.50
C 1.918 4.388 5.557  0.62
F -2.056 -1.608 -0.772  -0.29
C 3.320 1.486 -1.757  -0.24
C -3.643 4.560 -2.535  -1.13
C 0.266 2.276 5.397  0.74
C 9.412 1.084 -2.909  -0.56
C -5.466 2.161 -1.777  0.42
H -2.758 4.929 -3.120  0.34
C -7.963 1.793 -1.611  -0.55
C -2.821 -7.828 -0.748  0.15
C 8.360 2.440 -1.214  0.21
O -2.964 -5.936 -2.134  -0.66
F -0.631 3.106 1.881  -0.32
H -3.754 -0.011 -1.781  0.34
C 1.727 2.821 5.542  0.51
F 1.492 6.201 4.080  -0.27
C -1.648 -0.344 -1.233  1.36
F -1.931 2.429 4.579  -0.33
Si -4.016 2.719 -2.873  0.27
O 6.855 0.177 -3.577  -0.68
C -1.442 0.981 2.522  -0.86
F 1.952 4.324 3.083  -0.13
H -5.543 2.019 -4.836  0.37
H 11.542 1.264 -3.064  0.39
F 2.127 2.414 6.812  -0.32
H -8.696 0.897 0.296  0.33
H 2.342 1.144 -2.095  0.65
H -4.573 -10.492 -1.893  0.39
C -0.387 2.099 2.804  0.80
C 10.743 2.539 -1.528  -0.46
C 0.096 -4.153 1.385  -0.78
C 5.823 2.373 -0.914  0.32
C 2.254 5.060 4.165  0.63
H -1.678 2.156 -2.281  -0.17
H 9.680 3.686 -0.063  0.46
C -2.495 -6.426 -1.126  0.52
H -4.077 -8.144 -2.464  0.47
C -0.630 2.786 4.231  0.34
C -5.365 1.671 -0.423  -0.19
F 0.900 5.037 6.197  -0.26
C -3.651 -8.584 -1.570  -0.54
C -2.751 0.148 -2.235  -1.29
H 2.526 2.711 -0.156  0.62
C -1.089 -6.198 0.932  0.22
H -4.772 3.703 -5.090  0.24
F 0.866 1.554 2.669  -0.28
O -1.012 -8.067 2.356  -0.69
C -7.825 1.269 -0.276  -0.38
C 3.423 2.365 -0.672  -0.20
C -3.380 -10.474 -0.104  -0.45
H -2.144 -10.165 1.619  0.46
C -2.566 -9.719 0.726  -0.54
C -1.584 -5.646 -0.254  0.29
C 4.672 2.805 -0.256  -1.36
F 2.640 2.211 4.725  -0.22
C 8.263 1.513 -2.251  0.11
H -1.705 -0.884 1.467  0.38
F -0.390 2.552 6.582  -0.33
C -6.524 1.225 0.331  -0.56
C -2.289 -8.392 0.411  0.18
C -1.073 0.032 1.296  -0.48
C -1.289 0.697 -0.112  -1.24
C -1.223 -4.353 -0.620  -0.73
H -2.140 1.463 -3.862  0.43
C 7.145 2.880 -0.478  0.51
H -4.521 5.129 -2.957  0.30
C 10.649 1.596 -2.547  -0.43
H -1.509 0.285 3.401  0.47
C -0.380 -3.609 0.195  -0.28
H -2.413 1.477 2.297  0.25
H 0.747 -3.569 2.024  0.43
C -3.930 -9.903 -1.249  -0.46
H 0.120 -5.864 2.678  0.46
H 4.382 0.361 -3.241  0.44
H -1.593 -3.923 -1.542  0.54
F -0.503 -0.598 -2.067  -0.35
C -0.257 -5.444 1.753  -0.60
F 3.542 5.472 4.107  -0.27
C 5.721 1.480 -1.983  0.40
H -3.588 -11.510 0.140  0.39
H -4.346 1.624 0.036  0.43
C 4.467 1.044 -2.404  -1.31
C -4.643 2.661 -4.703  -1.25
F 3.021 4.619 6.361  -0.31
C 6.937 0.989 -2.674  0.58
H -6.393 0.828 1.357  0.35
H -3.831 2.188 -5.320  0.31
C -2.487 1.591 -2.799  -0.03
H 11.709 2.948 -1.255  0.39
H -3.594 4.828 -1.455  0.33
I 0.716 1.473 -0.677  0.23
H -0.011 -0.330 1.350  0.41
H 9.341 0.354 -3.706  0.46
O 7.241 3.648 0.462  -0.68
H -0.096 -2.606 -0.094  0.52
H -2.692 -0.565 -3.104  0.42
C -1.430 -7.587 1.318  0.65
F 0.328 0.903 5.342  -0.29
H 4.750 3.489 0.580  0.54
F -0.683 4.143 4.065  -0.28
H -6.992 2.628 -3.374  0.26
C -6.814 2.234 -2.356  -0.41

Calculated values
2S+1: 1
HOMO-LUMO gap, eV: 4.5
Charge: -1
E, hartree: -4236.2675
E_HOMO, eV: -3.693
Energy relative to the best compared isomer or geometry (same formula, charge and spin), kcal per mole: 22.6